(1)
Entry from OMol25: a structure of composition C30H60Cu2O19S3 (wB97M-V/def2-TZVPD).

The geometry in XYZ format:
```
114
Properties=species:S:1:pos:R:3:mulliken_spin:R:1
Cu 4.46 6.02 -14.90 0.703
Cu 0.02 8.64 -13.15 0.744
S 4.09 11.80 -18.51 0.000
S 2.31 7.57 -13.96 -0.013
S 6.27 5.81 -16.90 -0.021
O 5.15 11.55 -17.37 0.000
O 7.69 6.02 -16.83 0.015
O -0.08 9.78 -11.28 0.017
O 3.47 8.07 -14.69 0.007
O 5.49 7.01 -16.38 0.151
O 3.42 10.37 -18.50 0.000
O 2.95 4.95 -16.36 0.007
O 4.76 12.02 -19.73 0.000
O 2.61 6.19 -13.59 0.008
O 0.25 10.41 -14.42 -0.004
O 3.14 12.74 -18.07 0.000
O 5.82 4.80 -15.86 0.144
O 2.01 8.40 -12.72 0.136
O 5.86 6.47 -13.29 0.005
O -1.78 8.39 -14.12 0.034
O -0.53 6.99 -11.84 -0.008
O 5.78 5.46 -18.22 0.009
O 1.00 7.67 -14.68 0.086
O 4.21 4.01 -13.75 -0.002
C 5.33 3.21 -13.41 0.000
C 4.13 9.46 -17.62 0.003
C 3.05 3.37 -13.25 0.001
C 2.82 3.67 -18.34 0.000
C -0.20 5.64 -12.19 -0.005
C 5.61 7.42 -12.28 -0.002
C 1.17 10.24 -10.73 -0.003
C 1.15 12.57 -14.62 0.000
C 0.79 11.41 -9.78 0.002
C -0.31 12.59 -15.10 0.000
C -3.99 8.41 -14.87 0.002
C -0.57 11.85 -10.35 -0.001
C -3.11 8.32 -13.63 -0.001
C -1.14 7.03 -10.55 -0.001
C -1.70 7.73 -15.39 -0.007
C 3.20 3.63 -16.84 -0.004
C -1.24 4.78 -11.47 -0.001
C 4.84 1.78 -13.61 0.001
C 3.36 1.86 -13.20 0.001
C 7.29 6.26 -13.41 -0.008
C -0.68 11.11 -15.26 -0.001
C 1.81 4.81 -18.37 -0.001
C -1.15 10.50 -10.64 -0.001
C 1.50 11.08 -14.58 -0.008
C -3.17 7.61 -15.88 0.001
C -1.35 5.55 -10.15 0.000
C 2.34 5.79 -17.34 -0.010
C 6.84 8.31 -12.21 0.000
C 4.80 10.37 -16.62 0.001
C 7.97 7.29 -12.47 -0.001
H 4.10 10.66 -15.83 0.000
H 4.88 8.94 -18.21 -0.001
H -0.90 3.77 -11.27 0.000
H 2.75 1.29 -13.90 0.000
H -1.45 9.97 -9.73 0.000
H -2.04 10.48 -11.28 0.002
H -0.43 12.48 -11.23 0.000
H 4.26 3.40 -16.76 0.001
H 5.66 3.39 -12.38 -0.001
H 1.95 10.79 -15.54 0.001
H 1.81 10.61 -11.53 0.001
H -1.14 12.40 -9.60 0.000
H -3.47 6.56 -15.88 0.000
H 2.87 3.80 -12.26 -0.001
H 4.92 1.54 -14.67 0.000
H 5.36 6.96 -11.31 0.000
H -1.00 13.09 -14.42 0.000
H -3.27 7.89 -16.93 0.000
H -0.56 10.72 -16.27 0.000
H 7.53 5.25 -13.11 0.000
H 5.41 1.05 -13.04 0.000
H -0.39 13.12 -16.05 0.000
H -0.51 5.25 -9.52 0.000
H 7.56 6.42 -14.45 0.003
H 3.14 1.44 -12.22 0.000
H 2.19 10.80 -13.79 0.003
H 6.15 3.45 -14.08 0.000
H 1.84 13.18 -15.21 0.000
H -1.70 10.89 -14.96 0.000
H 1.54 6.35 -16.84 0.004
H 0.67 11.02 -8.77 0.000
H -2.26 5.42 -9.57 0.000
H -1.21 6.76 -15.39 0.002
H 5.68 9.91 -16.17 0.000
H -0.52 7.56 -9.84 0.000
H -4.11 9.45 -15.18 0.001
H 3.44 8.81 -17.09 -0.003
H -0.18 5.52 -13.28 0.002
H 6.78 9.07 -12.99 0.000
H 8.82 7.74 -12.97 0.000
H 3.67 3.87 -18.98 0.000
H 1.62 9.45 -10.14 -0.001
H 8.12 6.78 -11.52 0.000
H -3.27 7.42 -13.03 0.000
H 1.53 12.20 -9.76 0.000
H 3.08 6.48 -17.75 0.005
H -2.17 4.84 -12.03 0.000
H 2.40 2.72 -18.65 0.000
H -1.18 8.35 -16.10 0.001
H 2.50 2.95 -16.35 0.000
H 6.96 8.76 -11.22 0.000
H 1.19 12.96 -13.60 0.000
H 1.59 5.19 -19.37 0.000
H -2.14 7.46 -10.63 0.000
H 0.82 5.42 -11.87 0.000
H 4.71 8.00 -12.47 0.006
H 2.18 3.59 -13.87 0.000
H -4.95 7.93 -14.69 0.000
H -3.29 9.18 -12.97 0.001
H 0.83 4.44 -18.04 0.000
```

Summary:
2S+1 ... 3
Highest occupied orbital energy (alpha / beta) ... -7.90 / -7.86 eV
F_max ... 2.0 eV/A
ΔE to the lowest compared entry with this formula, charge and spin ... 0.0 kcal per mole
DFT total energy ... -192768.495 eV
Frontier orbital gap (alpha / beta) ... 7.512 / 6.039 eV
<S²> ... 2.005



(2)
Entry from OMol25: a cluster of 5 separate species, C22H39F9O4P in total (wB97M-V/def2-TZVPD).

The geometry in XYZ format:
```
75
Properties=species:S:1:pos:R:3:lowdin_charge:R:1
P -5.42 0.39 4.44 0.379
F -2.01 -3.24 1.61 0.188
F -4.39 -1.51 -0.25 0.121
F -4.67 -2.29 3.76 0.011
F -2.84 -0.72 2.63 0.116
F -6.28 -1.42 2.50 0.012
F -4.62 -3.08 1.23 0.149
F -4.36 0.28 1.41 0.114
F -2.47 -3.17 -0.49 0.146
F -1.63 -1.43 0.46 0.169
O 3.02 2.13 -3.34 -0.160
O -4.21 -2.04 -5.81 -0.148
O 2.00 0.69 1.71 -0.139
O 8.11 0.48 2.40 -0.145
C -4.16 -3.45 -5.55 -0.215
C 1.64 2.40 -3.65 -0.202
C 2.82 1.19 0.65 -0.207
C 6.60 2.12 3.19 -0.171
C -4.05 -0.86 2.05 -0.409
C -3.92 -1.97 0.93 -0.327
C 1.34 -0.39 -0.29 -0.172
C 3.86 2.89 -4.20 -0.206
C 2.97 3.45 -5.30 -0.172
C 1.64 3.62 -4.56 -0.169
C 6.01 0.74 3.45 -0.168
C 2.75 0.17 -0.47 -0.164
C -4.33 -0.47 5.75 -0.365
C -4.29 -1.33 -4.58 -0.201
C 1.20 -0.40 1.23 -0.198
C -4.60 -2.36 -3.50 -0.162
C -5.10 -1.13 3.14 -0.517
C -2.47 -2.45 0.65 -0.544
C -3.02 -0.27 5.94 -0.127
C 8.07 1.79 2.97 -0.213
C -3.91 -3.60 -4.06 -0.171
C 6.82 -0.13 2.50 -0.203
H 6.44 2.83 4.00 0.111
H -3.33 -0.84 -4.39 0.116
H -5.68 -2.53 -3.43 0.119
H -4.26 1.14 3.96 -0.037
H -5.78 1.49 5.36 -0.073
H 0.18 -0.26 1.57 0.106
H 1.22 1.53 -4.15 0.120
H -3.38 -3.90 -6.17 0.112
H 1.10 2.56 -2.72 0.117
H -6.58 -0.38 4.90 -0.038
H 0.77 3.65 -5.21 0.112
H 6.94 -1.15 2.86 0.115
H 8.58 2.49 2.30 0.113
H -2.41 -1.05 6.41 0.027
H 0.60 0.30 -0.72 0.111
H 4.33 3.70 -3.62 0.117
H 8.62 1.77 3.93 0.114
H 6.36 -0.16 1.51 0.112
H 2.93 0.61 -1.45 0.089
H -2.51 0.65 5.67 0.033
H 6.19 0.45 4.49 0.114
H -4.29 -4.54 -3.66 0.112
H -4.82 -1.21 6.39 0.045
H 6.17 2.55 2.28 0.109
H 2.43 2.16 0.33 0.117
H -5.13 -3.89 -5.84 0.114
H -4.24 -2.07 -2.52 0.090
H 2.86 2.72 -6.11 0.112
H -5.06 -0.56 -4.66 0.115
H -2.84 -3.56 -3.85 0.113
H -6.25 0.98 3.38 -0.056
H 1.66 4.54 -3.97 0.114
H 3.48 -0.62 -0.31 0.112
H 3.35 4.37 -5.73 0.109
H 1.19 -1.37 -0.73 0.111
H 3.84 1.33 1.03 0.099
H 4.65 2.25 -4.58 0.116
H 4.94 0.68 3.27 0.106
H 1.59 -1.33 1.66 0.120
```

Summary:
Highest occupied orbital energy ... -4.10 eV
F_max ... 1.4 eV/A
DFT total energy ... -65378.572 eV
Frontier orbital gap ... 6.180 eV
Total charge ... -1